1.
90
Properties=species:S:1:pos:R:3 method="wB97M-V/def2-TZVPD" e_above_lowest_ev=3.068 orbital_gap_ev=6.55 largest_force_ev_per_a=8.6 homo_energy_ev=-12.55 total_charge=+2
Sr -0.254 -0.401 -2.437
C -3.054 2.625 1.806
C -3.231 1.342 1.057
C -2.539 0.202 1.454
C -2.686 -0.998 0.773
C -3.564 -1.081 -0.305
C -4.286 0.041 -0.683
C -4.115 1.241 -0.012
H -3.649 3.423 1.373
H -2.006 2.921 1.803
H -3.354 2.508 2.845
H -1.940 0.237 2.358
H -2.211 -1.897 1.149
H -3.748 -2.039 -0.773
H -5.024 -0.022 -1.471
H -4.708 2.101 -0.287
C -0.572 3.282 -1.035
C -1.219 2.782 -2.277
C -2.373 3.337 -2.810
C -3.013 2.692 -3.858
C -2.434 1.552 -4.374
C -1.197 1.144 -3.894
N -0.624 1.743 -2.866
Sb -0.193 -0.180 -5.210
C 1.660 -0.332 -4.133
C 2.657 -0.388 -5.106
C 3.984 -0.352 -4.732
C 4.280 -0.265 -3.379
C 3.241 -0.246 -2.457
C 3.484 -0.181 -0.990
N 1.964 -0.269 -2.853
C -1.344 -1.600 -4.135
C -2.543 -1.839 -4.798
C -3.261 -2.982 -4.514
C -2.787 -3.818 -3.512
C -1.655 -3.444 -2.796
C -1.188 -4.194 -1.600
N -0.932 -2.380 -3.155
H 0.311 3.873 -1.272
H -1.259 3.907 -0.474
H -0.279 2.385 -0.468
H -2.773 4.252 -2.409
H -3.920 3.088 -4.286
H -2.893 1.001 -5.185
H 2.378 -0.455 -6.153
H 4.767 -0.384 -5.473
H 5.305 -0.217 -3.044
H 4.548 -0.209 -0.771
H 3.046 0.745 -0.608
H 2.964 -1.022 -0.511
H -2.861 -1.150 -5.574
H -4.141 -3.232 -5.085
H -3.295 -4.743 -3.288
H -1.990 -4.810 -1.205
H -0.350 -4.842 -1.852
H -0.853 -3.448 -0.863
C 5.667 0.025 3.369
C 5.134 1.185 2.832
C 3.842 1.191 2.335
C 3.087 0.028 2.377
C 3.629 -1.147 2.875
C 4.920 -1.142 3.380
Sb 0.991 0.078 1.805
C 0.447 -1.734 2.848
C 0.283 -2.836 2.021
C -0.009 -4.070 2.578
C -0.159 -4.197 3.951
C 0.019 -3.096 4.770
C 0.344 -1.863 4.224
C 0.529 1.863 2.979
C 0.722 3.092 2.364
C 0.500 4.259 3.076
C 0.100 4.207 4.401
C -0.090 2.981 5.011
C 0.112 1.807 4.299
H 6.666 0.035 3.778
H 5.721 2.090 2.811
H 3.410 2.098 1.933
H 3.042 -2.056 2.888
H 5.344 -2.044 3.793
H 0.388 -2.700 0.932
H -0.113 -4.936 1.941
H -0.404 -5.155 4.383
H -0.089 -3.197 5.839
H 0.535 -1.027 4.880
H 1.040 3.135 1.328
H 0.648 5.212 2.594
H -0.063 5.121 4.949
H -0.400 2.933 6.044
H -0.061 0.855 4.775

***

2.
16
Properties=species:S:1:pos:R:3 method="wB97M-V/def2-TZVPD" e_above_lowest_ev=0.654 orbital_gap_ev="7.44 / 7.40" largest_force_ev_per_a=3.5 multiplicity=6 homo_energy_ev="-17.68 / -17.04" total_charge=+2
C -0.900 -0.100 -1.247
C -0.450 -1.114 -0.219
O 0.700 -0.490 0.443
O -0.759 1.164 -0.632
H -1.943 -0.314 -1.516
H -0.272 -0.159 -2.147
H -0.093 -2.047 -0.659
H -1.211 -1.283 0.550
H 0.537 0.534 0.403
C 1.293 -1.106 1.637
O 1.126 -2.283 1.752
O 2.004 -0.255 2.212
Dy 3.838 -0.457 4.081
O -1.659 2.142 -2.506
O -1.017 3.406 -0.761
C -1.194 2.362 -1.388

***

3.
18
Properties=species:S:1:pos:R:3 method="wB97M-V/def2-TZVPD" e_above_lowest_ev=5.331 orbital_gap_ev=7.15 largest_force_ev_per_a=4.7 homo_energy_ev=-12.94 total_charge=+1
C -2.547 -0.402 -0.139
C -3.311 -0.242 -1.240
C -1.754 -0.837 0.781
C 2.283 -0.684 1.457
C 0.379 1.036 -1.183
N 1.874 0.091 0.247
N 0.754 0.592 0.098
H -3.958 0.548 -1.287
H -3.285 -1.116 -1.899
H -2.047 -1.466 1.594
H -0.705 -0.413 0.933
H 2.657 -0.127 2.355
H 1.275 -1.138 1.747
H 3.018 -1.395 1.139
H -0.599 0.535 -1.575
H -0.039 2.083 -0.958
H 1.222 0.721 -1.738
H 2.536 0.132 -0.536

***

4.
10
Properties=species:S:1:pos:R:3 method="wB97M-V/def2-TZVPD" orbital_gap_ev="8.79 / 5.80" largest_force_ev_per_a=6.0 multiplicity=3 homo_energy_ev="-24.09 / -24.05" total_charge=+3
C 0.783 -0.873 -3.207
C 0.513 -1.787 -3.946
F 0.023 -2.526 -4.809
O 0.413 -0.601 -1.940
C 0.261 -0.249 -0.854
C -0.312 0.721 3.191
C -0.711 1.867 3.340
H -0.044 -0.241 3.621
F -1.103 3.039 3.385
Pt 0.177 0.651 1.220

***

5.
109
Properties=species:S:1:pos:R:3 method="wB97M-V/def2-TZVPD" orbital_gap_ev=8.94 largest_force_ev_per_a=3.0 homo_energy_ev=-10.42 smiles="CCCCCCCCCC1=CC(=O)C=CC1=O.CCOC(=O)C(F)(F)F.CCOC(=O)C(F)(F)F.CCOC(=O)C(F)(F)F.CCOC(=O)C(F)(F)F.CCOC(=O)C(F)(F)F" total_charge=0
C 3.281 -1.467 2.487
C 2.266 -0.278 2.522
C 1.471 -0.198 1.183
C 1.050 1.233 0.816
C 0.197 1.916 1.936
C -1.162 2.455 1.396
C -2.235 1.366 1.602
C -2.640 1.139 3.062
C -3.669 -0.020 3.287
C -3.560 -1.157 2.302
C -4.124 -1.134 1.116
C -3.996 -2.224 0.106
O -4.563 -2.155 -0.927
C -3.120 -3.384 0.470
C -2.548 -3.467 1.642
C -2.739 -2.364 2.652
O -2.202 -2.482 3.703
H 4.305 -1.090 2.400
H 3.217 -2.077 3.395
H 3.051 -2.124 1.641
H 1.594 -0.486 3.366
H 2.762 0.672 2.758
H 0.599 -0.860 1.310
H 2.110 -0.659 0.425
H 1.951 1.846 0.676
H 0.517 1.180 -0.144
H 0.022 1.137 2.686
H 0.793 2.733 2.356
H -1.024 2.563 0.311
H -1.432 3.438 1.795
H -1.858 0.459 1.108
H -3.138 1.645 1.032
H -3.128 2.049 3.435
H -1.776 0.945 3.707
H -4.699 0.350 3.331
H -3.461 -0.443 4.279
H -4.719 -0.267 0.833
H -2.997 -4.150 -0.293
H -1.939 -4.335 1.877
C -5.963 -1.309 -3.527
C -5.501 -2.138 -4.706
O -6.073 -1.654 -5.940
C -5.482 -0.591 -6.468
O -4.535 -0.020 -6.007
C -6.164 -0.214 -7.789
F -7.502 -0.207 -7.677
F -5.847 -1.087 -8.760
F -5.792 1.003 -8.205
H -7.053 -1.274 -3.488
H -5.585 -1.727 -2.593
H -5.611 -0.280 -3.608
H -5.847 -3.164 -4.594
H -4.414 -2.165 -4.778
C 5.918 1.166 -4.215
C 4.767 1.596 -3.332
O 3.731 0.593 -3.312
C 3.946 -0.443 -2.510
O 4.912 -0.607 -1.822
C 2.745 -1.396 -2.554
F 2.340 -1.642 -3.811
F 1.697 -0.875 -1.890
F 3.025 -2.577 -1.994
H 5.559 0.922 -5.216
H 6.660 1.960 -4.289
H 6.406 0.275 -3.821
H 4.311 2.499 -3.737
H 5.090 1.822 -2.326
C -0.422 -3.131 6.550
C -1.528 -4.161 6.629
O -1.497 -4.865 7.886
C -2.034 -4.231 8.924
O -2.529 -3.142 8.898
C -1.967 -5.122 10.171
F -0.754 -5.680 10.320
F -2.863 -6.123 10.093
F -2.230 -4.432 11.283
H 0.548 -3.596 6.736
H -0.408 -2.661 5.568
H -0.554 -2.353 7.302
H -1.385 -4.913 5.855
H -2.508 -3.712 6.469
C 8.293 1.007 2.718
C 8.827 0.246 1.522
O 8.285 0.763 0.293
C 8.851 1.870 -0.176
O 9.757 2.463 0.331
C 8.194 2.263 -1.505
F 6.848 2.209 -1.432
F 8.576 1.439 -2.495
F 8.520 3.503 -1.877
H 7.202 1.004 2.716
H 8.648 0.558 3.645
H 8.612 2.049 2.696
H 8.513 -0.795 1.577
H 9.917 0.258 1.492
C -3.150 2.923 -6.585
C -3.997 3.459 -5.452
O -3.182 4.058 -4.426
C -2.749 5.292 -4.664
O -2.977 5.935 -5.646
C -1.939 5.799 -3.464
F -1.054 4.882 -3.035
F -2.746 6.091 -2.428
F -1.254 6.905 -3.764
H -2.399 2.230 -6.203
H -3.771 2.404 -7.312
H -2.617 3.726 -7.096
H -4.532 2.640 -4.975
H -4.741 4.171 -5.810

***

6.
49
Properties=species:S:1:pos:R:3 method="wB97M-V/def2-TZVPD" orbital_gap_ev=6.23 largest_force_ev_per_a=0.3 homo_energy_ev=-1.62 total_charge=-2
Pb -0.502 0.506 1.196
C 4.862 -0.804 2.247
C 4.212 -0.706 0.861
O 5.116 -1.142 -0.171
P 2.769 -1.828 0.801
O 3.570 -3.251 0.941
O 2.302 -1.939 -0.708
O 1.687 -1.732 1.802
P 3.788 1.093 0.569
O 2.856 0.979 -0.779
O 5.074 1.760 0.216
O 2.913 1.478 1.701
H 5.275 -1.802 2.411
H 4.125 -0.582 3.019
H 5.663 -0.066 2.311
H 5.186 -2.102 -0.123
H 2.964 -3.883 1.341
H 1.555 -1.348 -0.965
H 3.447 0.910 -1.534
O -2.365 4.094 -3.823
C -1.362 3.144 -3.442
C -1.777 2.101 -2.383
C -2.886 1.267 -3.048
O -3.665 0.413 -2.238
C -2.167 2.897 -1.122
Se -2.789 2.053 0.555
C -0.487 1.285 -2.173
Se -0.653 -0.533 -1.441
H -2.750 4.437 -3.010
H -0.477 3.670 -3.071
H -1.082 2.624 -4.361
H -2.389 0.696 -3.848
H -3.588 1.948 -3.529
H -3.044 -0.133 -1.728
H -2.977 3.594 -1.356
H -1.294 3.495 -0.851
H 0.204 1.829 -1.524
H 0.008 1.156 -3.137
C -3.525 -3.163 3.236
C -2.191 -3.041 3.610
C -1.393 -2.047 3.047
C -1.898 -1.145 2.106
C -3.243 -1.286 1.744
C -4.049 -2.280 2.296
H -4.148 -3.938 3.668
H -1.768 -3.727 4.337
H -0.346 -1.987 3.333
H -3.677 -0.600 1.020
H -5.087 -2.364 1.991